# 1
Density functional theory data (ωB97M-V/def2-TZVPD) for C4H8NO3 as an isolated structure.

Properties
* HOMO level: -14.014 eV
* Kohn-Sham gap: 0.3745 Ha
* electronic energy: -11900.5466 eV

```
! wB97M-V def2-TZVPD RIJCOSX def2/J DEFGRID3
* xyz 1 1
O -0.66 1.13 -0.49
O 2.84 1.43 -0.43
O 2.13 -1.39 0.25
N -1.39 -0.75 0.53
C -0.38 -0.21 -0.44
C 1.77 1.10 -0.09
C 0.58 1.97 -0.20
C 1.30 -0.33 0.48
H 0.41 2.68 0.65
H -1.90 -1.56 0.38
H 0.65 2.69 -1.02
H -0.32 -0.81 -1.41
H 0.92 -0.21 1.56
H -0.90 -0.88 1.44
H -1.88 0.10 0.76
H 2.80 -1.20 -0.31
*
```

Quick look at the natural (NBO) charges, all values in e:
1. O -0.53
2. O -0.43
3. O -0.65
4. N -0.70
5. C 0.20
6. C 0.51
7. C -0.20
8. C 0.05
9. H 0.25
10. H 0.45
11. H 0.25
12. H 0.22
13. H 0.17
14. H 0.44
15. H 0.46
16. H 0.50

=====

# 2
Density functional theory data (ωB97M-V/def2-TZVPD) for C32H49N3O2ReSbSe2Si3 as an isolated structure.

Properties
* HOMO level (alpha / beta): -9.240 / -9.552 eV
* Kohn-Sham gap (alpha / beta): 0.2097 / 0.2291 Ha
* electronic energy: -205537.2206 eV

```
! wB97M-V def2-TZVPD RIJCOSX def2/J DEFGRID3
* xyz 1 2
Re 0.52 -0.76 -0.75
Sb -0.60 1.08 1.01
Se -0.31 1.04 -2.22
Se 2.51 -0.94 -2.10
Si -1.55 3.32 0.09
Si 0.69 1.89 3.11
Si -2.64 -0.10 2.02
O 1.38 0.25 -6.59
O 2.70 2.26 -2.31
N 0.08 -2.37 0.36
N 2.06 -0.74 0.70
N -0.66 -2.11 -2.08
C -0.94 -3.25 -0.04
C 4.11 -0.01 1.67
C -3.06 3.03 -0.98
C 1.03 -3.90 2.12
C -0.38 2.95 4.22
C 4.15 -1.10 2.49
C -2.23 -3.95 -2.03
C 1.19 0.40 4.12
C -0.17 4.28 -0.74
C 3.09 -3.24 3.21
C -3.73 1.09 2.96
C -3.58 -0.80 0.55
C 3.11 -2.06 2.43
C -1.28 -3.12 -1.42
C 0.47 1.29 -4.01
C 3.05 0.13 0.76
C -2.12 4.35 1.57
C -2.91 -4.90 -1.23
C -1.65 -4.16 0.70
C 2.36 -0.41 -3.97
C -1.75 -2.82 -4.09
C 2.06 -1.83 1.53
C 2.12 1.18 -5.83
C -2.05 -1.46 3.19
C 0.98 -2.75 1.37
C 2.07 -4.13 3.04
C 2.13 2.97 2.57
C -2.44 -3.78 -3.41
C 2.87 2.09 -3.71
C 1.95 1.02 -4.29
C -2.64 -4.98 0.10
C -0.88 -1.98 -3.38
H -2.29 -2.44 2.77
H 0.29 -4.68 2.01
H 3.37 -0.59 -4.34
H -2.91 -1.23 -0.20
H -3.65 -5.54 -1.69
H -0.37 -1.17 -3.87
H 1.91 -0.54 -6.73
H 1.87 0.72 4.92
H -0.56 3.94 3.82
H 0.16 3.06 5.17
H 2.66 3.04 -4.22
H 1.77 2.17 -6.13
H -3.24 3.92 -1.59
H -0.98 -1.44 3.40
H -1.35 2.50 4.46
H -2.58 -1.37 4.14
H 3.23 3.02 -2.05
H -4.25 -1.59 0.89
H 3.19 1.12 -6.08
H 4.89 0.74 1.69
H 1.69 -0.39 3.56
H 2.69 2.61 1.71
H 0.65 4.44 -0.03
H -3.29 1.35 3.93
H 1.75 3.97 2.33
H 3.91 1.82 -3.94
H -3.00 2.17 -1.65
H -3.94 2.02 2.42
H -1.88 -2.67 -5.15
H -4.69 0.61 3.16
H -0.55 5.26 -1.02
H -3.15 -4.42 -3.92
H -1.49 -4.27 1.76
H -4.18 -0.03 0.06
H 1.70 -1.11 -4.49
H -3.02 4.89 1.26
H -2.37 3.78 2.46
H -3.94 2.90 -0.33
H 0.31 -0.03 4.60
H 0.24 2.33 -4.23
H 3.89 -3.43 3.91
H 2.82 3.08 3.40
H 2.06 -5.05 3.60
H -3.17 -5.68 0.73
H 4.97 -1.25 3.19
H 3.00 0.95 0.06
H -0.11 0.70 -4.72
H 0.25 3.79 -1.62
H -1.37 5.09 1.84
*
```

Quick look at the Mulliken charges, all values in e:
1. Re 0.69
2. Sb -0.78
3. Se -0.73
4. Se -0.18
5. Si 1.11
6. Si 0.69
7. Si 0.74
8. O -0.52
9. O -0.15
10. N 0.73
11. N 0.49
12. N 0.27
13. C 0.51
14. C -1.07
15. C -1.14
16. C -0.98
17. C -1.15
18. C -0.81
19. C 1.26
20. C -0.57
21. C -0.74
22. C -0.92
23. C -1.14
24. C -0.91
25. C 1.32
26. C -0.17
27. C -1.88
28. C -0.28
29. C -1.39
30. C -0.89
31. C -0.01
32. C -1.78
33. C -1.67
34. C -0.23
35. C -1.41
36. C -0.85
37. C 0.41
38. C -1.27
39. C -1.06
40. C -0.65
41. C -1.61
42. C 2.59
43. C -1.66
44. C -0.04
45. H 0.20
46. H 0.68
47. H 0.55
48. H -0.01
49. H 0.44
50. H 0.47
51. H 0.34
52. H 0.48
53. H 0.32
54. H 0.40
55. H 0.52
56. H 0.47
57. H 0.42
58. H -0.02
59. H 0.21
60. H 0.55
61. H 0.24
62. H 0.40
63. H 0.50
64. H 0.51
65. H -0.15
66. H 0.25
67. H 0.18
68. H 0.34
69. H 0.39
70. H 0.42
71. H 0.30
72. H 0.21
73. H 0.50
74. H 0.43
75. H 0.45
76. H 0.48
77. H 0.36
78. H 0.43
79. H 0.51
80. H 0.44
81. H 0.32
82. H 0.38
83. H 0.39
84. H 0.59
85. H 0.47
86. H 0.39
87. H 0.43
88. H 0.43
89. H 0.45
90. H 0.62
91. H 0.75
92. H -0.03
93. H 0.40

=====

# 3
Density functional theory data (ωB97M-V/def2-TZVPD) for C23H33CuN2S4 as an isolated structure.

Properties
* HOMO level (alpha / beta): -10.578 / -10.550 eV
* Kohn-Sham gap (alpha / beta): 0.3031 / 0.2361 Ha
* electronic energy: -115342.7083 eV

```
! wB97M-V def2-TZVPD RIJCOSX def2/J DEFGRID3
* xyz 1 2
Cu -0.36 0.48 -0.02
S -0.04 -1.79 -1.60
S -2.81 -0.15 -2.68
S -0.43 2.23 -1.88
S 2.01 0.55 -0.42
N -0.45 -0.43 1.73
N -2.18 0.99 0.37
C 2.21 2.20 -1.14
C -4.02 0.54 1.63
C -4.35 1.51 0.69
C 2.64 -1.28 4.44
C 1.31 2.49 -2.33
C 2.38 -0.55 -1.83
C -1.68 -0.44 2.17
C 1.20 -1.01 -2.66
C -3.19 1.76 -0.05
C -1.10 1.92 -3.55
C -2.53 1.41 -3.55
C -2.67 0.23 1.42
C 0.76 -3.12 1.73
C 0.60 -0.74 2.64
C 2.06 -0.02 4.41
C 1.03 0.27 3.53
C 1.88 -3.51 0.77
C 0.93 2.57 2.46
C 1.18 -2.01 2.66
C 0.40 1.64 3.55
C -1.22 -2.38 -2.85
C -1.89 -1.32 -3.71
C 2.20 -2.26 3.58
H -1.91 -0.90 3.13
H -1.16 -0.79 -4.32
H 3.13 -0.04 -2.44
H 2.02 2.69 2.54
H 2.39 0.74 5.10
H -5.30 2.00 0.56
H -3.05 2.49 -0.84
H 3.25 2.34 -1.40
H 0.47 3.56 2.53
H -1.96 -2.94 -2.29
H 1.54 -4.25 0.04
H -3.20 2.13 -3.08
H 1.56 1.83 -3.16
H 1.46 3.51 -2.66
H 0.61 2.08 4.52
H 3.43 -1.49 5.15
H 2.73 -3.93 1.30
H -4.66 0.11 2.38
H -0.13 -2.83 1.18
H 1.99 2.88 -0.31
H 0.48 -3.99 2.33
H -0.68 1.58 3.47
H 0.70 2.18 1.47
H -2.86 1.32 -4.59
H 2.88 -1.41 -1.37
H -0.69 -3.09 -3.49
H 1.56 -1.73 -3.40
H 0.75 -0.17 -3.19
H -2.57 -1.82 -4.40
H 2.24 -2.63 0.23
H -1.06 2.87 -4.09
H 2.63 -3.25 3.63
H -0.44 1.22 -4.06
*
```

Quick look at the natural (NBO) charges, all values in e:
1. Cu 1.22
2. S 0.20
3. S 0.24
4. S 0.22
5. S 0.23
6. N -0.64
7. N -0.63
8. C -0.54
9. C -0.20
10. C -0.31
11. C -0.19
12. C -0.54
13. C -0.54
14. C 0.19
15. C -0.55
16. C -0.01
17. C -0.52
18. C -0.55
19. C -0.05
20. C -0.43
21. C 0.09
22. C -0.20
23. C -0.01
24. C -0.58
25. C -0.58
26. C -0.01
27. C -0.43
28. C -0.53
29. C -0.55
30. C -0.21
31. H 0.21
32. H 0.21
33. H 0.25
34. H 0.21
35. H 0.22
36. H 0.23
37. H 0.20
38. H 0.25
39. H 0.23
40. H 0.25
41. H 0.22
42. H 0.25
43. H 0.22
44. H 0.25
45. H 0.22
46. H 0.22
47. H 0.21
48. H 0.23
49. H 0.21
50. H 0.25
51. H 0.22
52. H 0.22
53. H 0.16
54. H 0.24
55. H 0.26
56. H 0.24
57. H 0.24
58. H 0.21
59. H 0.24
60. H 0.18
61. H 0.24
62. H 0.22
63. H 0.21

=====

# 4
Density functional theory data (ωB97M-V/def2-TZVPD) for one molecule with the formula C23H33N3O4.

Properties
* HOMO level: -7.984 eV
* Kohn-Sham gap: 0.3129 Ha
* electronic energy: -37048.7980 eV
* SMILES: Cc1ccc(OCCN(C)C(=O)[C@@H]2CCC(=O)N(CCCN3CCCC3=O)C2)cc1

```
! wB97M-V def2-TZVPD RIJCOSX def2/J DEFGRID3
* xyz 0 1
O 3.15 -1.51 1.25
O -3.81 -1.06 1.40
O 0.16 3.22 1.54
O 0.49 -0.77 -1.28
N -0.17 2.15 -0.43
N -3.60 -0.25 -0.72
N 2.71 -1.04 -1.41
C 0.36 1.87 -1.74
C 0.56 2.88 0.43
C 1.93 0.05 2.49
C 1.93 -1.15 1.79
C -0.42 -0.18 2.95
C 0.77 0.53 3.06
C -0.40 -1.39 2.27
C 2.59 -2.41 -0.97
C -2.64 -2.07 -1.81
C -2.63 2.02 -0.72
C 1.60 -0.27 -1.42
C 1.93 3.21 -0.11
C 2.60 1.92 -0.58
C 0.75 -1.88 1.69
C -3.23 -2.52 -0.48
C 4.06 -0.57 -1.63
C -1.68 0.33 3.57
C -1.39 1.49 -0.01
C -3.85 1.14 -0.42
C -3.33 -0.74 -2.06
C 1.76 1.23 -1.67
C 3.25 -2.63 0.41
C -3.57 -1.22 0.22
H -4.09 1.18 0.64
H -4.28 -0.86 -2.61
H -1.69 1.42 3.58
H 4.63 -1.39 -2.07
H -1.48 1.66 1.07
H -4.15 -3.10 -0.61
H 3.60 2.14 -0.94
H -1.75 -0.02 4.61
H 0.42 2.79 -2.33
H -2.71 -0.04 -2.62
H 1.86 3.93 -0.93
H 1.52 -2.62 -0.92
H 2.83 -3.53 0.88
H -2.55 -0.04 3.04
H 4.07 0.26 -2.33
H 0.79 1.47 3.58
H -1.32 -1.95 2.18
H 2.68 1.25 0.29
H -0.32 1.18 -2.25
H 0.72 -2.82 1.17
H 4.33 -2.78 0.29
H -2.80 -2.79 -2.61
H -2.46 2.06 -1.80
H 3.05 -3.08 -1.70
H -1.27 0.42 -0.19
H 2.86 0.59 2.58
H -1.56 -1.91 -1.70
H 2.23 1.36 -2.65
H -2.54 -3.11 0.13
H -4.71 1.49 -1.00
H -2.85 3.04 -0.38
H 4.54 -0.27 -0.70
H 2.52 3.67 0.69
*
```

Quick look at the natural (NBO) charges, all values in e:
1. O -0.51
2. O -0.64
3. O -0.64
4. O -0.66
5. N -0.45
6. N -0.44
7. N -0.44
8. C -0.21
9. C 0.69
10. C -0.26
11. C 0.26
12. C -0.03
13. C -0.19
14. C -0.21
15. C -0.26
16. C -0.41
17. C -0.40
18. C 0.72
19. C -0.49
20. C -0.39
21. C -0.25
22. C -0.50
23. C -0.41
24. C -0.65
25. C -0.24
26. C -0.22
27. C -0.21
28. C -0.32
29. C -0.08
30. C 0.70
31. H 0.24
32. H 0.18
33. H 0.22
34. H 0.21
35. H 0.25
36. H 0.22
37. H 0.21
38. H 0.22
39. H 0.19
40. H 0.20
41. H 0.21
42. H 0.25
43. H 0.18
44. H 0.25
45. H 0.21
46. H 0.23
47. H 0.22
48. H 0.23
49. H 0.24
50. H 0.20
51. H 0.19
52. H 0.21
53. H 0.19
54. H 0.20
55. H 0.23
56. H 0.22
57. H 0.24
58. H 0.22
59. H 0.23
60. H 0.19
61. H 0.22
62. H 0.21
63. H 0.24

=====

# 5
Density functional theory data (ωB97M-V/def2-TZVPD) for an isolated ion of composition C8H12N3O and charge +1.

Properties
* HOMO level: -12.763 eV
* Kohn-Sham gap: 0.3488 Ha
* electronic energy: -14997.9310 eV
* SMILES: CN(C(=[NH2+])NO)c1ccccc1

```
! wB97M-V def2-TZVPD RIJCOSX def2/J DEFGRID3
* xyz 1 1
O -4.06 -0.71 0.10
N -2.96 0.12 -0.01
N -0.50 0.88 -0.40
N -1.36 -1.59 -0.45
C 1.18 -0.16 1.14
C 2.90 -0.32 -1.08
C 2.41 -0.72 1.25
C 3.27 -0.81 0.16
C 0.71 0.23 -0.14
C -1.78 -0.37 -0.24
C -0.77 2.05 0.45
C 1.59 0.10 -1.26
H 0.06 2.65 0.07
H 1.44 0.40 -2.29
H 2.65 -1.01 2.31
H 3.59 -0.23 -1.81
H 0.66 0.03 1.98
H 4.20 -1.17 0.47
H -2.04 -2.31 -0.68
H -3.31 1.05 -0.01
H -0.78 1.71 1.43
H -0.43 -1.76 -0.77
H -4.85 -0.42 -0.42
H -1.81 2.32 0.19
*
```

Quick look at the natural (NBO) charges, all values in e:
1. O -0.54
2. N -0.27
3. N -0.36
4. N -0.74
5. C -0.23
6. C -0.19
7. C -0.18
8. C -0.17
9. C 0.04
10. C 0.64
11. C -0.40
12. C -0.20
13. H 0.25
14. H 0.24
15. H 0.23
16. H 0.22
17. H 0.21
18. H 0.23
19. H 0.44
20. H 0.43
21. H 0.19
22. H 0.45
23. H 0.51
24. H 0.18

=====

# 6
Density functional theory data (ωB97M-V/def2-TZVPD) for a 2-piece molecular cluster, C4H7NOS overall.

Properties
* HOMO level: -8.530 eV
* Kohn-Sham gap: 0.3094 Ha
* electronic energy: -18633.2548 eV
* SMILES: CC(C)=S.N=C=O

```
! wB97M-V def2-TZVPD RIJCOSX def2/J DEFGRID3
* xyz 0 1
S 1.94 0.10 0.34
O 0.00 2.57 1.87
N 2.08 2.03 2.81
C 0.42 -0.26 -0.22
C -0.11 -1.66 0.07
C 1.01 2.26 2.30
C -0.38 0.89 -0.76
H -0.85 1.48 0.01
H -0.47 -1.71 1.11
H 2.83 1.50 3.00
H -0.97 -1.84 -0.54
H 0.66 -2.38 -0.06
H -1.16 0.47 -1.45
H 0.23 1.66 -1.34
*
```

Quick look at the natural (NBO) charges, all values in e:
1. S -0.04
2. O -0.54
3. N -0.78
4. C 0.00
5. C -0.68
6. C 0.89
7. C -0.71
8. H 0.27
9. H 0.24
10. H 0.43
11. H 0.21
12. H 0.24
13. H 0.21
14. H 0.25

=====

Look up the electronic energy of the fourth one.
-37048.7980 eV

=====

The lowest electronic energy belongs to which entry?
C32H49N3O2ReSbSe2Si3